w | Computed, not measured: C2H12N4O as an isolated structure, with the ωB97M-V functional and the def2-TZVPD basis.

E_HOMO (eV): -8.111
LUMO energy (eV): 0.6358

```
! wB97M-V def2-TZVPD RIJCOSX def2/J DEFGRID3
* xyz 0 1
O 0.894 0.108 1.435
N -2.408 -0.580 -0.506
N -0.779 1.165 0.050
N -1.695 0.126 0.468
N -1.705 -1.315 -1.497
C 2.174 -0.386 1.612
C 0.759 0.721 -0.928
H 2.847 -0.113 0.775
H 2.627 -0.048 2.556
H 1.020 -0.325 -0.849
H -1.326 1.926 -0.352
H 1.555 1.396 -0.637
H 0.329 1.000 -1.887
H -3.074 0.035 -0.957
H 2.165 -1.484 1.651
H -1.063 -0.504 0.966
H -0.982 -0.762 -1.950
H -1.288 -2.129 -1.061
H -0.052 1.169 1.111
*
```

Atomic partial charges in e from the Mulliken method, atoms 1 to 4: -0.8097 -0.3026 -0.3431 -0.3116

x | Computed, not measured: C2H12N4O as an isolated structure, with the ωB97M-V functional and the def2-TZVPD basis.

E_HOMO (eV): -7.192
LUMO energy (eV): 0.9161

```
! wB97M-V def2-TZVPD RIJCOSX def2/J DEFGRID3
* xyz 0 1
O 1.698 0.552 -1.852
N -0.496 0.869 0.698
N 0.709 1.613 0.776
N -0.990 0.592 2.000
N -0.288 -0.390 0.007
C 0.564 -0.172 -1.700
C -1.547 -1.105 -0.144
H 1.509 0.983 0.896
H 0.833 2.102 -0.103
H 1.813 -1.215 0.105
H 2.406 0.035 -1.428
H 0.700 -1.011 0.468
H -1.348 -2.063 -0.625
H -1.418 1.448 2.335
H 0.601 -1.206 -2.028
H -2.232 -0.521 -0.765
H -0.272 0.404 -2.090
H -2.024 -1.271 0.822
H -0.218 0.356 2.627
*
```

Atomic partial charges in e from the Mulliken method, atoms 1 to 4: -0.4911 0.0841 -0.7246 -0.5379

Of them, w has the highest stability.

w | Computed, not measured: an isolated ion of composition C5H15NP and charge +1, with the ωB97M-V functional and the def2-TZVPD basis.

E_HOMO (eV): -14.035
SMILES string: CCP(C)(C)=[NH+]C
LUMO energy (eV): -2.6540

```
! wB97M-V def2-TZVPD RIJCOSX def2/J DEFGRID3
* xyz 1 1
P -0.343 -0.274 0.328
N -0.299 1.326 -0.062
C 0.715 2.318 0.320
C -2.371 -0.585 0.732
C 0.259 -1.202 -1.050
C 1.449 -0.500 -1.645
C 0.718 -0.668 1.818
H -0.955 1.617 -0.800
H 1.168 0.547 -2.220
H 1.257 2.773 -0.563
H 2.157 -0.174 -0.926
H 0.562 -2.236 -0.783
H -0.656 -1.312 -1.640
H 1.843 -1.150 -2.466
H -2.607 0.118 1.533
H 0.899 0.354 2.281
H -2.526 -1.608 1.101
H -2.911 -0.590 -0.198
H 1.541 1.858 0.979
H 1.702 -1.176 1.681
H 0.353 3.064 0.917
H -0.005 -1.196 2.383
*
```

Atomic partial charges in e from the Mulliken method, atoms 1 to 4: 0.6418 -0.2313 -0.8849 -1.1224

x | Computed, not measured: C5H15NP as an isolated structure, with the ωB97M-V functional and the def2-TZVPD basis.

E_HOMO (eV): -12.584
LUMO energy (eV): -3.3912

```
! wB97M-V def2-TZVPD RIJCOSX def2/J DEFGRID3
* xyz 1 1
P -2.800 -0.354 -0.377
N 1.502 -0.036 0.593
C -0.257 1.710 0.808
C -1.227 -0.940 0.400
C 0.211 0.427 0.058
C 2.073 -1.136 -0.176
C 0.098 0.748 -1.443
H -3.808 -0.411 0.612
H 2.189 0.780 0.647
H 0.438 2.427 0.485
H -0.399 -0.135 -1.813
H 1.528 -0.424 1.555
H -1.148 2.144 0.566
H 2.425 -0.891 -1.093
H 1.296 -1.890 -0.006
H -0.570 1.560 -1.520
H -0.759 -1.763 -0.206
H -0.163 1.595 1.902
H 1.158 0.887 -1.808
H -3.345 -1.527 -0.930
H -1.390 -1.179 1.490
H 2.947 -1.592 0.255
*
```

Atomic partial charges in e from the Mulliken method, atoms 1 to 4: -0.1150 -0.0360 -1.9110 -0.6810

Of them, w has the highest stability.

w | Computed, not measured: a 2-piece molecular cluster, C3H5F2N overall, with the ωB97M-V functional and the def2-TZVPD basis.

E_HOMO (eV): -8.999
LUMO energy (eV): 0.8141

```
! wB97M-V def2-TZVPD RIJCOSX def2/J DEFGRID3
* xyz 0 1
F 2.184 -0.023 1.274
F -0.803 -0.959 -1.513
N -1.395 1.231 0.631
C -0.731 -1.012 -0.129
C -0.536 0.368 0.418
C 1.595 0.918 0.597
H 2.194 1.053 -0.347
H 0.176 -1.620 0.152
H 1.773 1.792 1.194
H -1.659 -1.508 0.237
H -1.036 2.164 0.971
*
```

Atomic partial charges in e from the Mulliken method, atoms 1 to 4: -0.2484 -0.2563 -0.5465 -0.1820

x | Computed, not measured: C3H5F2N in the gas phase, with the ωB97M-V functional and the def2-TZVPD basis.

E_HOMO (spin up / spin down) (eV): -8.041 / -7.444
LUMO energy (spin up / spin down) (eV): 0.4082 / 0.1741

```
! wB97M-V def2-TZVPD RIJCOSX def2/J DEFGRID3
* xyz 0 1
F -2.271 0.898 0.024
F -1.872 -1.170 0.141
N -0.002 0.168 0.098
C 0.442 1.401 0.144
C 0.826 -0.997 -0.044
C -1.346 -0.027 -0.321
H 1.232 -1.318 -1.088
H 1.455 1.586 -0.273
H 1.575 -0.773 0.728
H 0.149 -1.936 0.235
H -0.187 2.167 0.356
*
```

Atomic partial charges in e from the Mulliken method, atoms 1 to 4: -0.2187 -0.2449 0.1748 -0.5272

Of them, w has the highest stability.

w | Computed, not measured: a 2-piece molecular cluster, C2H6BN overall, with the ωB97M-V functional and the def2-TZVPD basis.

E_HOMO (eV): -8.829
LUMO energy (eV): 0.5039

```
! wB97M-V def2-TZVPD RIJCOSX def2/J DEFGRID3
* xyz 0 1
N 1.794 -0.073 -0.024
C -0.927 0.661 -0.153
C -0.817 -0.819 -0.058
B 0.468 0.102 -0.068
H -1.294 -1.558 0.677
H -1.465 1.268 -0.831
H -1.196 1.547 1.154
H -1.167 -1.185 -1.092
H 2.314 -0.866 0.371
H 2.290 0.925 0.025
*
```

Atomic partial charges in e from the Mulliken method, atoms 1 to 4: -0.1943 -0.4943 -0.6367 -0.0644

x | Computed, not measured: C2H6BN in the gas phase, with the ωB97M-V functional and the def2-TZVPD basis.

E_HOMO (eV): -9.028
SMILES string: NB1CC1
LUMO energy (eV): 0.5962

```
! wB97M-V def2-TZVPD RIJCOSX def2/J DEFGRID3
* xyz 0 1
N 1.798 -0.012 0.018
C -0.934 -0.902 0.006
C -0.829 0.894 -0.024
B 0.398 -0.017 -0.072
H 2.433 -0.758 -0.299
H -1.212 -1.270 0.918
H -1.370 -1.426 -0.866
H 2.302 0.850 0.296
H -1.248 1.355 0.839
H -1.338 1.286 -0.815
*
```

Atomic partial charges in e from the Mulliken method, atoms 1 to 4: -0.3290 -0.6821 -0.6981 0.1226

Of them, x has the highest stability.

w | Computed, not measured: a 13-piece molecular cluster, C13H52N20O13 overall, with the ωB97M-V functional and the def2-TZVPD basis.

E_HOMO (eV): -9.053
LUMO energy (eV): -0.3278

```
! wB97M-V def2-TZVPD RIJCOSX def2/J DEFGRID3
* xyz 0 1
O -0.427 0.800 -0.612
O -3.511 -0.750 1.384
O -4.702 4.183 -0.075
O 1.274 -2.695 2.279
O 2.492 1.958 2.097
O -1.536 5.231 -1.868
O -2.620 0.218 -2.157
O -2.399 -4.683 -3.133
O 0.530 -0.714 5.559
O 1.817 -2.023 -4.306
O 6.027 -1.376 2.398
O 1.956 -3.810 -1.171
O -0.246 3.874 3.691
N 3.528 3.787 1.182
N -1.119 -3.097 -2.085
N -3.404 -0.305 -4.222
N 0.784 1.545 5.155
N -1.337 4.468 1.781
N 5.520 0.791 2.065
N -0.188 -5.069 -2.699
N 3.822 -3.277 -0.022
N 3.689 -2.818 -2.290
N 0.917 0.073 3.448
N -3.766 -1.725 -2.477
N 1.688 0.244 -4.438
N -0.576 -3.381 3.379
N -0.280 -3.874 1.133
N 1.662 -1.021 -6.358
N 3.842 -0.709 2.518
N -3.945 2.150 0.645
N -4.171 2.607 -1.618
N 1.637 2.851 0.229
N -1.257 2.279 2.346
C -0.910 3.548 2.706
C -1.001 3.930 -1.648
C 3.079 -3.276 -1.153
C 2.566 2.819 1.207
C 5.170 -0.506 2.313
C -4.288 3.059 -0.336
C 1.772 -1.006 -4.995
C 0.130 -0.316 0.135
C -3.201 -0.734 2.774
C -3.240 -0.549 -2.902
C 0.198 -3.283 2.263
C -1.295 -4.275 -2.769
C 0.730 0.235 4.805
H -1.506 -3.754 3.404
H 0.777 -0.849 3.060
H 4.179 3.803 1.947
H -3.500 -1.601 0.945
H 3.435 -1.400 3.126
H 4.595 -2.388 -2.250
H -0.168 -2.755 -2.086
H 1.532 -0.203 -6.920
H 6.491 0.946 1.873
H 1.021 2.050 0.165
H 1.747 3.536 -0.494
H -4.120 -2.423 -3.108
H 0.639 -4.798 -2.186
H -1.158 -4.350 1.228
H 4.847 1.535 2.067
H 0.076 4.003 -1.574
H -4.108 2.554 1.552
H 3.297 0.145 2.529
H 4.682 -2.760 0.006
H -1.363 3.559 -0.685
H -2.859 0.403 -4.678
H -0.280 -2.852 4.189
H -0.686 -0.632 0.788
H -3.609 1.797 -1.835
H -1.949 -2.545 -1.983
H 0.505 1.858 6.065
H 3.481 -3.723 0.809
H 1.466 1.038 -5.010
H -2.082 4.243 1.148
H -1.242 0.477 -1.044
H -0.856 1.423 2.701
H 0.922 2.249 4.446
H -3.451 0.259 3.153
H 1.769 -1.905 -6.823
H -2.428 5.150 -2.213
H -1.978 2.175 1.653
H -2.108 -0.713 2.835
H 1.073 -0.026 0.588
H -3.688 -1.466 3.412
H 0.198 -3.832 0.247
H 3.046 -2.526 -3.027
H -0.107 -5.899 -3.256
H -3.946 -1.776 -1.491
H 1.474 0.726 2.912
H 1.333 0.240 -3.491
H -3.734 1.188 0.429
H -3.848 -0.965 -4.836
H -4.312 3.305 -2.326
H -1.019 5.400 1.977
H 3.186 4.647 0.786
H -1.419 3.222 -2.367
H 0.337 -1.169 -0.517
*
```

Atomic partial charges in e from the Mulliken method, atoms 1 to 4: 0.4725 -0.4561 -0.6806 -0.5989

x | Computed, not measured: a 13-piece molecular cluster, C13H52N20O13 overall, with the ωB97M-V functional and the def2-TZVPD basis.

E_HOMO (eV): -9.019
LUMO energy (eV): 0.0343

```
! wB97M-V def2-TZVPD RIJCOSX def2/J DEFGRID3
* xyz 0 1
O 6.856 -11.223 -23.607
O 6.345 -11.430 -28.835
O 2.932 -9.782 -28.087
O 2.069 -11.156 -32.538
O 5.541 -15.599 -25.610
O 5.825 -6.063 -24.903
O 1.944 -10.038 -22.889
O 4.457 -7.061 -28.371
O 5.580 -7.215 -31.616
O 9.644 -7.998 -26.974
O 3.238 -6.726 -24.019
O 2.237 -13.457 -23.219
O -1.847 -8.686 -28.441
N 4.356 -14.162 -22.839
N 5.345 -8.985 -30.162
N 6.070 -13.457 -29.923
N 7.379 -8.051 -27.264
N 1.253 -7.183 -25.059
N 2.646 -9.213 -31.520
N 2.466 -8.261 -21.537
N 1.926 -5.020 -24.783
N 2.206 -6.701 -28.566
N 6.669 -9.143 -32.038
N -0.443 -9.931 -27.113
N 0.978 -9.244 -33.103
N 0.224 -9.313 -29.190
N 3.930 -11.975 -23.449
N 4.315 -12.077 -29.542
N 8.635 -9.754 -28.067
N 3.665 -5.073 -29.170
N 1.398 -10.104 -20.704
N 4.236 -8.983 -26.345
N 3.152 -10.972 -26.189
C 3.413 -9.858 -26.938
C 3.446 -13.206 -23.191
C 8.641 -8.566 -27.398
C 5.637 -12.318 -29.350
C 3.519 -6.298 -28.600
C 7.280 -10.441 -24.749
C 5.620 -14.467 -26.488
C 5.862 -8.359 -31.273
C 1.959 -9.933 -32.438
C 2.249 -6.344 -24.654
C 1.923 -9.472 -21.788
C -0.788 -9.280 -28.269
C 5.759 -4.655 -24.940
H 6.702 -10.597 -22.896
H 3.310 -9.747 -30.988
H 6.571 -14.419 -27.021
H 3.260 -11.211 -23.376
H 7.298 -7.179 -26.770
H 9.449 -10.272 -28.339
H 1.118 -9.629 -28.852
H 6.698 -4.163 -24.698
H 4.575 -4.683 -29.353
H 0.412 -9.730 -33.771
H 1.269 -8.167 -24.839
H 0.814 -8.287 -32.858
H 3.867 -11.216 -29.262
H 2.585 -4.402 -24.342
H 6.955 -13.760 -29.542
H 5.441 -14.119 -30.335
H 6.692 -8.442 -27.879
H 6.704 -10.144 -31.973
H 7.776 -10.241 -28.285
H 4.922 -11.772 -23.468
H 6.971 -8.731 -32.902
H 6.722 -9.505 -24.729
H 4.942 -4.377 -24.264
H 6.213 -15.453 -24.937
H 5.341 -13.584 -25.912
H 2.085 -7.697 -28.423
H 4.521 -8.140 -26.832
H 1.117 -4.725 -25.289
H 1.462 -9.678 -19.802
H 2.330 -8.289 -31.300
H 0.436 -10.412 -27.100
H -1.125 -9.951 -26.379
H 5.326 -13.968 -23.022
H 4.876 -14.597 -27.275
H 3.772 -12.677 -30.140
H 1.559 -6.233 -29.172
H 0.210 -8.879 -30.092
H 4.746 -8.444 -29.546
H 5.474 -4.290 -25.936
H 4.360 -9.035 -25.351
H 2.378 -7.888 -20.610
H 2.935 -4.406 -28.990
H 0.378 -6.701 -25.133
H 4.914 -6.398 -24.882
H 2.728 -11.801 -26.561
H 3.055 -7.760 -22.182
H 3.476 -11.046 -25.230
H 3.972 -15.090 -22.908
H 7.183 -10.937 -25.711
H 8.343 -10.262 -24.565
H 0.875 -10.935 -20.916
H 5.807 -9.837 -29.858
*
```

Atomic partial charges in e from the Mulliken method, atoms 1 to 4: -0.6630 -0.6986 -0.3108 -0.6899

Of them, w has the highest stability.

w | Computed, not measured: C4H4FNOS in the gas phase, with the ωB97M-V functional and the def2-TZVPD basis.

E_HOMO (eV): -9.566
SMILES string: O=C1N[C@@H]2[C@@H](F)[C@H]2S1
LUMO energy (eV): 0.6141

```
! wB97M-V def2-TZVPD RIJCOSX def2/J DEFGRID3
* xyz 0 1
S 0.877 -1.708 -0.230
F -2.705 -0.469 -0.568
O 3.054 -0.064 -0.182
N 0.869 0.970 -0.167
C -1.729 -0.086 0.267
C 1.900 -0.169 -0.194
C -0.424 -0.793 0.327
C -0.470 0.422 -0.379
H 1.434 2.035 -0.122
H -0.507 0.256 -1.443
H -0.301 -0.557 1.336
H -1.997 0.164 1.355
*
```

Atomic partial charges in e from the Mulliken method, atoms 1 to 4: -0.2186 -0.2497 -0.4296 -0.4088

x | Computed, not measured: C4H4FNOS as an isolated structure, with the ωB97M-V functional and the def2-TZVPD basis.

E_HOMO (eV): -8.885
LUMO energy (eV): -1.3441

```
! wB97M-V def2-TZVPD RIJCOSX def2/J DEFGRID3
* xyz 0 1
S -2.469 -0.008 1.464
F 0.203 -0.536 -2.213
O 0.575 0.160 1.145
N 2.557 1.078 -0.086
C -1.488 -0.563 0.248
C 2.080 0.336 -1.073
C 0.800 -0.296 -1.038
C 0.056 -0.200 0.093
H 2.103 0.527 0.994
H 2.663 0.312 -1.984
H -1.968 -1.091 -0.597
H 3.697 0.712 0.150
*
```

Atomic partial charges in e from the Mulliken method, atoms 1 to 4: -0.1216 -0.2928 -0.7104 -0.6518

Of them, x has the highest stability.